Entry 1:
C12H20ClN5O2Ti | the ωB97M-V functional and the def2-TZVPD basis

Geometry as XYZ:
```
41
Properties=species:S:1:pos:R:3:mulliken_spin:R:1
Ti 0.125 -0.692 -0.792 0.046
N -0.645 1.288 0.134 -0.002
N -0.994 2.213 -0.873 0.003
C -0.621 1.858 -2.134 0.018
N -1.043 2.531 -3.193 0.018
N 0.195 0.828 -2.141 0.018
N 0.410 -0.005 -3.264 0.444
O -0.353 0.022 -4.236 0.393
O 0.703 -1.192 -2.610 0.055
H -1.457 1.112 0.717 0.001
H 0.117 1.643 0.707 0.000
H -1.299 3.140 -0.623 0.001
H -1.794 3.196 -3.119 0.000
H -0.840 2.125 -4.099 -0.001
Cl -2.669 -0.983 -1.720 -0.002
C -1.768 -2.477 -1.507 0.018
C -1.702 -3.355 -2.576 -0.015
C -0.914 -4.482 -2.453 0.006
C -0.199 -4.712 -1.279 -0.001
C -0.285 -3.832 -0.221 0.005
C -1.112 -2.689 -0.282 -0.017
C -1.088 -1.630 0.726 0.011
H -2.232 -3.132 -3.491 -0.002
H -0.837 -5.176 -3.279 0.000
H 0.429 -5.589 -1.196 0.000
H 0.263 -4.020 0.694 0.000
H -0.559 -1.894 1.636 0.000
H -2.052 -1.165 0.910 0.001
C 3.726 -2.120 0.812 0.000
C 2.850 -1.517 -0.289 -0.001
C 3.704 -0.865 -1.371 -0.002
C 1.845 -0.522 0.305 0.003
H 4.464 -2.803 0.390 0.000
H 3.129 -2.672 1.540 0.000
H 4.262 -1.331 1.343 0.000
H 2.302 -2.359 -0.747 0.000
H 4.424 -0.182 -0.914 0.000
H 3.100 -0.304 -2.083 0.001
H 4.264 -1.615 -1.929 0.000
H 2.237 0.500 0.288 0.000
H 1.565 -0.784 1.330 0.001
```

The calculation puts the HOMO energy (spin up / spin down) at -11.356 / -11.817 eV. For the lowest unoccupied orbital energy (spin up / spin down), the calculation gives -3.385 / -3.477 eV. Its net charge is +1. The frontier orbital gap (spin up / spin down) is 8.0 / 8.3 eV. The expectation value of S² is 0.755. Its spin multiplicity is 2. The calculation puts the energy above the lowest of the compared OMol25 structures with the same formula, charge and spin at 0.0 kJ/mol.

---

Entry 2:
C12H20F4NO15PSi2 | the ωB97M-V functional and the def2-TZVPD basis

Geometry as XYZ:
```
55
Properties=species:S:1:pos:R:3:lowdin_charge:R:1
N 6.577 -1.521 -0.527 -0.173
P 7.055 -0.122 -0.985 0.377
O 7.743 -0.150 -2.457 -0.206
O 8.338 0.491 -0.198 -0.191
Si 5.401 1.451 -1.035 0.482
O 3.997 0.795 -0.484 -0.540
Si 2.952 -0.208 -1.303 0.544
H 5.622 -1.553 -0.193 -0.062
H 7.335 -0.849 -2.967 0.059
H 8.192 1.353 0.182 0.043
H 5.267 1.901 -2.437 -0.037
H 5.768 2.605 -0.184 -0.049
H 3.454 -0.340 -2.693 -0.054
H 1.609 0.388 -1.297 -0.062
H 2.958 -1.539 -0.678 -0.046
C 5.376 -2.262 2.791 -0.046
C 4.406 -3.205 3.482 -0.305
O 3.194 -2.470 3.471 0.141
C 3.243 -1.580 2.447 -0.556
O 2.323 -0.968 2.013 0.155
O 4.499 -1.503 1.960 0.026
F 4.757 -3.463 4.763 0.078
H 5.837 -1.603 3.529 0.146
H 6.133 -2.742 2.179 0.133
H 4.243 -4.154 2.968 0.174
C -0.674 2.805 1.390 -0.042
C -0.569 2.334 -0.048 -0.325
O -1.717 2.897 -0.640 0.122
C -2.076 4.005 0.082 -0.542
O -2.860 4.815 -0.278 0.189
O -1.385 4.036 1.244 0.076
F -0.624 0.984 -0.153 0.051
H -1.276 2.107 1.975 0.136
H 0.286 2.973 1.867 0.142
H 0.319 2.682 -0.581 0.166
C -4.981 -0.638 0.899 -0.040
C -3.637 -0.024 1.232 -0.310
O -2.971 -1.079 1.892 0.132
C -3.503 -2.259 1.459 -0.547
O -3.028 -3.327 1.654 0.179
O -4.641 -2.022 0.768 0.075
F -3.729 1.038 2.074 0.072
H -5.674 -0.509 1.732 0.152
H -5.427 -0.259 -0.011 0.097
H -3.051 0.279 0.362 0.160
C -7.395 -0.937 -3.076 -0.040
C -7.959 0.309 -3.734 -0.310
O -7.943 1.248 -2.676 0.143
C -7.000 0.873 -1.774 -0.540
O -6.601 1.547 -0.882 0.182
O -6.570 -0.385 -2.048 0.051
F -9.231 0.138 -4.158 0.080
H -8.199 -1.519 -2.623 0.147
H -6.797 -1.562 -3.732 0.141
H -7.365 0.701 -4.562 0.174
```

The calculation puts the HOMO energy at -9.717 eV. For the lowest unoccupied orbital energy, the calculation gives 0.275 eV. The frontier orbital gap is 10.0 eV. Its spin multiplicity is 1.

---

Entry 3:
C12H20I2N2O5S | the ωB97M-V functional and the def2-TZVPD basis

Geometry as XYZ:
```
42
Properties=species:S:1:pos:R:3:lowdin_charge:R:1
N -1.340 2.043 -0.994 0.051
C -0.447 1.528 0.124 -0.454
N -0.760 2.484 1.174 0.104
C -0.869 0.016 0.201 -0.154
C -1.245 -0.727 1.523 -0.140
C -0.952 -0.072 2.900 -0.184
C 0.518 0.189 3.286 -0.297
O 1.398 -0.899 3.083 -0.110
C 0.213 -0.640 -0.767 -0.666
S 1.480 -1.756 -0.057 0.862
C -0.478 -1.228 -2.039 -0.121
C -0.895 -2.707 -1.917 -0.197
O 0.162 -3.619 -2.255 -0.030
C 0.185 -4.693 -1.437 -0.418
O 1.025 -5.493 -1.514 0.124
O 1.014 0.427 -1.318 -0.228
C 0.945 1.648 -0.597 -0.677
I 2.741 1.560 0.645 1.065
C 1.052 2.925 -1.478 -0.180
C 2.453 3.555 -1.640 -0.974
O 2.704 4.523 -1.073 0.002
I 3.977 2.765 -2.949 0.774
H -2.298 2.075 -0.659 0.097
H -1.243 1.474 -1.828 0.075
H -1.154 3.333 0.778 0.086
H 0.136 2.785 1.568 0.058
H -1.790 -0.038 -0.388 0.117
H -2.334 -0.899 1.487 0.113
H -0.809 -1.742 1.539 0.076
H -1.539 0.852 3.000 0.100
H -1.361 -0.753 3.674 0.114
H 0.845 1.120 2.809 0.029
H 0.517 0.397 4.377 0.119
H 0.877 -1.709 3.159 0.077
H 0.843 -2.738 0.631 -0.108
H 0.279 -1.175 -2.841 0.136
H -1.305 -0.584 -2.373 0.116
H -1.332 -2.877 -0.919 0.115
H -1.713 -2.877 -2.641 0.131
H -0.592 -4.849 -0.658 0.152
H 0.402 3.734 -1.130 0.120
H 0.693 2.642 -2.484 0.122
```

The calculation puts the HOMO energy at -8.831 eV. For the lowest unoccupied orbital energy, the calculation gives 0.196 eV. The frontier orbital gap is 9.0 eV. Its spin multiplicity is 1.

---

Entry 4:
C12H20N2O2Sr | the ωB97M-V functional and the def2-TZVPD basis

Geometry as XYZ:
```
37
Properties=species:S:1:pos:R:3:lowdin_charge:R:1
C 1.041 -1.556 -2.159 -0.320
C 0.304 1.760 -1.588 -0.207
C -0.387 -1.587 -1.760 -0.478
H 0.921 -1.989 -3.155 0.102
C -1.042 1.631 -1.299 -0.186
H 0.932 2.219 -0.829 0.091
H -0.686 -2.297 -1.036 0.018
H -1.415 2.075 -0.394 0.096
C -1.410 -0.764 -2.451 -0.272
H -2.253 -1.476 -2.474 0.101
H -1.026 -0.644 -3.469 0.092
C 1.898 -0.246 -2.276 -0.222
H 2.652 -0.446 -3.051 0.115
H 2.502 -0.083 -1.351 0.094
C 1.085 1.025 -2.652 -0.197
H 0.439 0.805 -3.513 0.116
H 1.824 1.781 -2.960 0.118
C -1.981 0.643 -1.953 -0.183
H -2.368 1.163 -2.847 0.115
H -2.874 0.449 -1.320 0.108
Sr 0.306 -0.162 0.057 1.617
H 1.596 -2.273 -1.526 0.110
C -0.872 -1.559 3.864 -0.032
C -0.463 -0.898 2.603 -0.275
N -0.988 -1.379 1.499 -0.175
O -1.933 -2.518 1.487 -0.051
C 0.537 0.304 2.752 -0.306
C 1.096 0.750 4.044 -0.070
N 1.010 1.120 1.799 -0.389
O 1.898 2.057 1.783 -0.139
H -1.571 -2.384 3.668 0.084
H -1.366 -0.813 4.488 0.102
H 0.018 -1.953 4.356 0.099
H -2.179 -2.624 0.545 0.091
H 2.190 0.696 4.010 0.091
H 0.820 1.798 4.207 0.093
H 0.707 0.127 4.827 0.051
```

The calculation puts the HOMO energy at -5.395 eV. For the lowest unoccupied orbital energy, the calculation gives 0.038 eV. The frontier orbital gap is 5.4 eV. Its spin multiplicity is 1.